87
Properties=species:S:1:pos:R:3:forces:R:3 method="wB97M-V/def2-TZVPD" orbital_gap_ha=0.282 e_above_lowest_ev=0.466 total_charge=0 multiplicity=1 e_lumo_ev=0.5 homo_energy_ev=-7.2
Ca -0.469 0.548 -2.398 0.144 -0.945 2.210
S -0.746 2.681 -0.520 -0.032 -0.268 0.255
S 3.223 -0.594 -0.341 -0.446 0.194 0.008
S -1.618 -2.497 -0.299 0.216 0.286 0.157
O -0.847 1.799 -4.002 0.305 0.699 -1.671
O -0.096 0.856 -5.903 -0.021 0.066 -0.003
N 3.417 1.665 1.286 0.337 0.439 -0.064
N -2.758 2.000 1.299 -0.517 0.108 0.065
N 1.714 0.459 -3.422 0.296 0.273 -0.525
N -1.065 0.640 1.253 0.123 -0.300 -0.179
N -2.812 0.131 -2.151 -0.661 -0.186 -0.347
N 1.456 0.725 1.239 -0.399 0.047 -0.080
N -0.987 -1.365 -3.894 -0.422 -0.100 -0.270
N 0.201 -3.685 1.436 0.319 -0.524 -0.095
N 0.291 -1.513 1.362 0.190 0.247 -0.182
C 1.399 1.757 2.161 -0.055 -0.223 -0.167
C -3.449 4.009 -0.058 -0.093 0.117 -0.056
C 1.172 -3.269 2.350 -0.239 -0.140 -0.110
C -2.988 1.001 2.249 0.034 0.204 -0.133
C -0.744 -5.437 -0.111 -0.005 -0.108 -0.054
C 1.234 -1.934 2.286 -0.287 0.186 -0.069
C -2.406 -1.747 -3.692 0.267 0.148 0.020
C -3.905 3.865 2.378 -0.032 0.044 -0.002
C 2.706 0.654 0.705 -0.015 -0.210 0.211
C 5.617 1.802 2.339 0.032 -0.021 0.032
C -0.340 -2.592 0.833 -0.097 0.062 0.166
C -0.065 -5.146 1.223 -0.038 0.239 0.075
C -0.955 -5.615 2.371 -0.040 -0.078 0.031
C -3.794 3.060 1.081 0.247 -0.075 0.034
C -1.569 1.762 0.686 0.225 -0.007 0.090
C -3.242 -0.506 -3.425 0.149 0.080 0.299
C -1.942 0.162 2.206 0.199 0.065 -0.133
C 1.508 1.637 -4.320 0.031 -0.095 0.121
C 0.073 1.457 -4.845 -0.250 0.130 -0.036
C 1.279 -5.889 1.230 -0.015 0.064 0.042
C 5.492 1.459 -0.124 0.177 0.078 -0.042
C 4.801 3.639 0.818 -0.023 -0.020 0.011
C 2.602 2.340 2.195 0.211 -0.148 -0.089
C 4.826 2.127 1.072 -0.186 -0.167 0.025
C -5.119 2.365 0.755 -0.012 -0.039 0.002
B 0.224 -0.087 0.760 0.123 0.021 0.491
H -3.306 1.006 -2.007 0.004 -0.013 -0.029
H 5.799 3.965 0.522 -0.026 -0.003 0.015
H -5.528 1.822 1.607 0.027 -0.004 -0.007
H -0.478 -5.438 3.338 -0.005 0.000 -0.037
H -3.870 0.976 2.859 -0.007 0.024 -0.032
H -2.449 -2.409 -2.829 -0.014 -0.085 0.040
H 0.188 -0.183 -0.426 0.254 -0.099 0.032
H -3.321 3.497 -1.012 -0.064 0.020 0.080
H 1.574 2.542 -3.719 0.026 0.023 0.016
H 4.951 1.651 -1.051 0.019 -0.002 0.066
H -4.662 4.643 2.261 0.023 -0.023 0.005
H 1.989 -5.408 0.554 -0.040 -0.026 -0.002
H 1.113 -6.911 0.890 0.010 0.008 0.019
H 5.622 0.724 2.512 0.008 0.030 -0.013
H -2.538 4.574 0.128 -0.103 -0.035 0.022
H -5.852 3.114 0.453 0.001 -0.026 0.027
H 2.952 3.165 2.787 0.025 -0.002 -0.047
H 2.537 0.527 -2.829 -0.049 0.078 0.032
H -4.192 3.239 3.224 0.004 -0.002 -0.013
H -4.990 1.658 -0.068 -0.002 0.051 0.006
H -1.758 -5.052 -0.159 0.095 -0.076 0.038
H 6.489 1.898 -0.205 0.016 -0.007 -0.039
H 1.729 -5.947 2.221 -0.022 0.039 0.004
H -0.894 -0.893 -4.796 0.027 -0.028 -0.004
H -4.288 4.703 -0.143 0.014 0.040 -0.023
H -0.765 -6.523 -0.220 -0.013 -0.014 -0.038
H 1.840 -0.364 -4.002 0.033 -0.023 0.048
H 6.649 2.141 2.228 -0.037 -0.012 0.003
H -1.153 -6.686 2.277 0.001 0.047 0.007
H 5.191 2.292 3.217 -0.001 -0.009 -0.029
H 5.580 0.382 -0.009 0.036 0.138 0.025
H -1.907 -5.082 2.349 0.022 -0.020 -0.004
H -0.187 -5.012 -0.948 -0.004 -0.028 0.050
H 1.866 -1.244 2.815 -0.003 0.003 -0.061
H -3.077 0.217 -4.225 -0.014 0.062 -0.003
H 4.104 3.879 0.014 0.030 -0.010 -0.002
H 4.517 4.214 1.701 -0.020 -0.031 0.009
H 0.501 1.993 2.704 0.019 -0.004 -0.055
H -1.749 -0.742 2.757 0.005 0.037 -0.054
H -0.406 -2.195 -3.937 -0.020 -0.024 0.091
H 2.213 1.686 -5.146 0.105 -0.053 -0.039
H 1.727 -3.954 2.962 -0.006 -0.021 -0.055
H -2.951 4.343 2.608 -0.031 -0.014 -0.018
H -4.299 -0.777 -3.423 -0.088 -0.024 0.037
H -2.821 -2.283 -4.547 -0.011 -0.005 -0.099
H -3.007 -0.474 -1.356 0.039 -0.019 -0.009